A structure of composition C31H22AuF6I2NO3Si. Source: the OMol25 dataset; level of theory: ωB97M-V/def2-TZVPD.

Last column: Löwdin charge in e.
Positions of all 67 atoms, in Å:
Au (-0.05734, -1.79990, -0.17049)  0.8900
I (6.17363, -0.74391, -2.73565)  0.9542
C (5.14583, -1.79175, -1.23408)  -0.6985
C (5.72255, -1.93816, 0.08756)  -0.2443
C (5.17465, -2.44043, 1.19675)  -0.6790
I (6.42633, -2.66538, 2.86590)  0.9552
C (3.79666, -2.94589, 1.34263)  -0.1999
C (3.57242, -4.25839, 1.75546)  -0.0154
C (2.29991, -4.78800, 1.75180)  -0.0246
C (1.26920, -4.00897, 1.26844)  -0.1000
N (1.45039, -2.73806, 0.89129)  -0.0323
C (2.66605, -2.18684, 1.02369)  -0.3000
C (3.98095, -2.21760, -1.69147)  -0.2981
O (2.97591, -2.58163, -2.11613)  0.2131
H (6.75381, -1.60920, 0.13246)  0.0742
H (4.41631, -4.86303, 2.06239)  0.1030
H (2.11109, -5.80550, 2.06052)  0.1160
H (0.26669, -4.39257, 1.14964)  0.1114
C (4.12638, 0.35304, 2.33174)  0.0253
C (2.80976, 0.21602, 1.59005)  -0.2569
O (2.75698, -0.88067, 0.66405)  0.0161
C (2.61740, 1.42067, 0.63820)  -0.5671
F (2.59639, 2.56434, 1.32963)  0.1779
F (3.65513, 1.47659, -0.21316)  0.1626
F (1.50757, 1.33463, -0.07736)  0.1818
C (1.67280, 0.13103, 2.63884)  -0.5673
F (1.77297, 1.14054, 3.50967)  0.1737
F (0.46100, 0.14754, 2.12255)  0.1655
F (1.81665, -1.01681, 3.33574)  0.1594
H (4.94761, 0.39869, 1.62488)  0.0982
H (4.27435, -0.48756, 3.00533)  0.0613
H (4.10743, 1.26682, 2.92203)  0.1104
O (-1.49507, -0.93657, -1.18357)  -0.5346
Si (-2.37514, 0.40644, -1.07740)  0.4204
C (-2.30856, 1.18008, 0.63805)  -0.2359
C (-2.83510, 0.48295, 1.73089)  -0.1065
C (-2.73812, 0.98174, 3.02141)  -0.0950
C (-2.11570, 2.20390, 3.24625)  -0.1013
C (-1.59704, 2.91878, 2.17701)  -0.0930
C (-1.69543, 2.40871, 0.88750)  -0.0948
C (-4.16975, 0.00410, -1.42946)  -0.2202
C (-5.22555, 0.75392, -0.90621)  -0.0997
C (-6.54637, 0.46474, -1.22371)  -0.0943
C (-6.83807, -0.59541, -2.06988)  -0.1003
C (-5.80540, -1.36339, -2.59199)  -0.0939
C (-4.48887, -1.06519, -2.27203)  -0.0886
C (-1.71546, 1.66970, -2.29661)  -0.2261
C (-2.40089, 2.85440, -2.58292)  -0.0984
C (-1.88878, 3.79245, -3.46688)  -0.0934
C (-0.66787, 3.56318, -4.08940)  -0.0994
C (0.02858, 2.39260, -3.82528)  -0.0921
C (-0.49345, 1.46004, -2.93758)  -0.0950
H (-3.32831, -0.47105, 1.56992)  0.1067
H (-3.15101, 0.42272, 3.85253)  0.0986
H (-2.04165, 2.59911, 4.25218)  0.0980
H (-1.11357, 3.87359, 2.34608)  0.1001
H (-1.27923, 2.97544, 0.06152)  0.0974
H (-5.01530, 1.57727, -0.23060)  0.0999
H (-7.34775, 1.06258, -0.80713)  0.0980
H (-7.86686, -0.82752, -2.31634)  0.0969
H (-6.02874, -2.19592, -3.24802)  0.0977
H (-3.68840, -1.67521, -2.67638)  0.0990
H (-3.35972, 3.04695, -2.11002)  0.1027
H (-2.43928, 4.70200, -3.67409)  0.0982
H (-0.26480, 4.29328, -4.78048)  0.0967
H (0.97766, 2.20613, -4.31339)  0.0971
H (0.05152, 0.54384, -2.73686)  0.0889

For the molecular weight, the calculation gives 1049.4 u. As for the largest force on an atom: 0.4 eV/A. The HOMO energy comes out at -8.55 eV. The total energy is -3094.81343 a.u. The total charge is 0.